[1]
# C4H8OS2

A single C4H8OS2 molecule at a distorted geometry (ωB97M-V/def2-TZVPD, the Open Molecules 2025 dataset).

Summary:
Frontier orbital gap: 9.9472 eV
SMILES: CSSCCC=O
E_LUMO: 0.7 eV
E_tot: -27995.02524 eV
Relative energy (zero: lowest compared OMol25 entry of this formula, charge and spin): 65.19 kJ/mol

```
! RIJCOSX wB97M-V def2-TZVPD def2/J DEFGRID3
* xyz 0 1
C -1.6570 0.0461 -2.0343
S -0.1143 0.9175 -1.7470
S -0.3346 1.6991 0.0867
C 0.3789 0.5478 1.3105
C 0.6630 -0.8467 0.8281
C 0.6005 -1.9721 1.8047
O 1.1952 -3.0148 1.7337
H -1.5553 -0.7577 -2.7656
H -2.4552 0.6586 -2.3804
H -2.0396 -0.3979 -1.1207
H 1.3042 1.0145 1.6145
H -0.2992 0.5958 2.1592
H 1.5342 -0.9201 0.1684
H -0.0205 -1.1719 0.0394
H -0.2226 -1.9053 2.5525
*
```

For reference, the Löwdin charges in units of e are: -0.4810 0.4416 0.4915 -0.5324 -0.2575 -0.2743 0.0576 0.0393 0.0158 0.0250 0.0635 0.0691 0.1238 0.0899 0.1282



[2]
# C4H8OS3

2 unconnected molecules or ions with the total composition C4H8OS3 at a distorted geometry (ωB97M-V/def2-TZVPD, the Open Molecules 2025 dataset).

Summary:
Frontier orbital gap: 8.1344 eV
E_LUMO: -0.4 eV
E_tot: -38825.33196 eV
Relative energy (zero: lowest compared OMol25 entry of this formula, charge and spin): 542.58 kJ/mol

```
! RIJCOSX wB97M-V def2-TZVPD def2/J DEFGRID3
* xyz 0 1
C -0.0893 2.4020 -0.6616
C -0.1664 0.4795 1.1085
C -1.5550 -0.0461 0.9075
C 0.8877 -0.5482 0.3538
H -0.1715 1.8076 -1.4648
H 0.5939 3.2564 -0.9460
H -1.0061 3.0330 -0.4630
H -0.0940 0.5477 2.2139
H -1.3673 -1.1620 1.3221
H -2.4901 0.1403 1.6399
H -1.6949 1.0916 -1.5250
H 3.1662 -0.7041 -0.8456
O 0.1740 1.8470 0.7362
S -2.4389 -0.4454 -0.6274
S 2.2737 0.2532 -0.3174
S 0.6158 -2.0896 -0.0596
*
```

For reference, the Löwdin charges in units of e are: -0.1074 -0.4235 -0.6646 -1.1025 -0.0230 0.1045 0.1036 0.1556 0.0676 0.1064 0.1010 -0.0686 -0.2353 0.5756 0.7553 0.6552



[3]
# C4H8P2

A single C4H8P2 molecule at a distorted geometry (ωB97M-V/def2-TZVPD, the Open Molecules 2025 dataset).

Summary:
Frontier orbital gap: 9.3407 eV
SMILES: C[C@H]1P2#P1[C@@H]2C
E_LUMO: 0.9 eV
E_tot: -22853.09215 eV
Relative energy (zero: lowest compared OMol25 entry of this formula, charge and spin): 130.84 kJ/mol

```
! RIJCOSX wB97M-V def2-TZVPD def2/J DEFGRID3
* xyz 0 1
C 2.7115 -0.2030 0.1030
C 1.2302 0.0312 -0.1686
P -0.0004 -0.4107 1.1189
P 0.2581 1.5746 0.3386
C -1.2255 0.1011 -0.2275
C -2.6822 0.1110 0.1491
H 3.3469 0.0856 -0.7046
H 2.9467 -1.2251 0.0490
H 2.8595 0.2263 1.1031
H 0.9630 -0.2809 -1.1444
H -1.1009 -0.1910 -1.1893
H -2.9336 0.7036 0.9607
H -2.9836 -0.9347 0.2066
H -3.3895 0.4119 -0.5947
*
```

For reference, the Löwdin charges in units of e are: -0.1759 -0.8653 0.7210 0.7466 -0.6086 -0.1956 0.0572 0.0438 0.0684 0.0334 0.0060 0.0391 0.0730 0.0567



[4]
# C4H8P2

2 unconnected molecules or ions with the total composition C4H8P2 at a distorted geometry (ωB97M-V/def2-TZVPD, the Open Molecules 2025 dataset).

Summary:
Frontier orbital gap (alpha / beta): 6.6756 / 5.9734 eV
⟨S²⟩: 2.008
E_LUMO (alpha / beta): 1.0 / -3.3 eV
E_tot: -22846.52852 eV
Relative energy (zero: lowest compared OMol25 entry of this formula, charge and spin): 400.70 kJ/mol

```
! RIJCOSX wB97M-V def2-TZVPD def2/J DEFGRID3
* xyz 0 3
C -0.7348 1.1135 1.4529
C 0.7242 1.4913 1.1366
C -0.5354 -0.9111 -1.9778
C 0.0666 -0.3570 -0.6955
P 1.3114 -0.7665 -1.9668
P -0.3792 1.4138 -0.2910
H -0.9978 0.0631 1.6452
H -1.1024 1.9201 2.0010
H 0.9089 2.3431 1.7573
H 1.5014 0.7735 1.0963
H -1.0693 -1.8833 -1.9910
H -0.9946 -0.1049 -2.7258
H -0.0245 -1.4039 0.5553
H 1.3818 -2.1159 -1.6536
*
```

For reference, the Löwdin charges in units of e are: -0.3772 -0.3823 -0.5040 -0.8307 0.8501 0.9212 0.0369 0.0394 0.0590 0.0412 0.0597 0.0799 0.1171 -0.1104



[5]
# C4H8S

2 unconnected molecules or ions with the total composition C4H8S (ωB97M-V/def2-TZVPD, the Open Molecules 2025 dataset).

Summary:
Frontier orbital gap: 10.6533 eV
SMILES: C=C1CC1.S
E_LUMO: 0.9 eV
E_tot: -15110.78024 eV
Relative energy (zero: lowest compared OMol25 entry of this formula, charge and spin): 154.90 kJ/mol

```
! RIJCOSX wB97M-V def2-TZVPD def2/J DEFGRID3
* xyz 0 1
C -1.3602 -1.5447 0.2344
C -1.2112 -0.2462 0.2486
C -0.4179 0.9088 0.6743
C -1.6625 1.0790 -0.1770
H -2.1734 -2.0325 -0.2735
H -0.6712 -2.1936 0.7576
H 0.5429 1.0732 0.2100
H -0.4514 1.2153 1.7093
H -2.5466 1.5012 0.2813
H -1.5419 1.3602 -1.2150
S 3.5018 -0.0009 0.0883
H 2.4353 -0.7200 -0.2470
H 4.0742 -0.1880 -1.0936
*
```

For reference, the Löwdin charges in units of e are: 0.0454 -0.3266 -0.1109 -0.1040 0.0521 0.0544 0.0687 0.1016 0.0992 0.1002 0.4864 -0.2357 -0.2309



[6]
# C4H8S

A molecular structure, C4H8S at a distorted geometry (ωB97M-V/def2-TZVPD, the Open Molecules 2025 dataset).

Summary:
Frontier orbital gap: 9.5133 eV
E_LUMO: 0.8 eV
E_tot: -15107.08186 eV
Relative energy (zero: lowest compared OMol25 entry of this formula, charge and spin): 511.73 kJ/mol

```
! RIJCOSX wB97M-V def2-TZVPD def2/J DEFGRID3
* xyz 0 1
C 1.5128 0.1052 -0.0283
C 0.2440 -0.9510 0.2443
C -0.7585 -0.4002 -0.5754
C -1.3124 0.8387 0.1530
H 2.7635 -0.5366 -0.3605
H 0.9798 0.9539 -1.0555
H 1.3200 1.1713 0.6638
H 0.0410 -1.2917 1.2914
H 0.5771 -1.9764 -0.0066
H -0.3204 -0.1780 -1.4727
H -1.0916 0.7166 1.3191
H -1.4000 1.9185 -0.1292
S -2.5551 -0.3702 -0.0435
*
```

For reference, the Löwdin charges in units of e are: -0.1210 -0.3626 -0.6322 -0.5618 0.1676 0.1426 0.0983 0.1188 0.0951 0.0559 0.1007 0.0905 0.8079



[7]
# C4H8S2

A single C4H8S2 molecule at a distorted geometry (ωB97M-V/def2-TZVPD, the Open Molecules 2025 dataset).

Summary:
Frontier orbital gap: 9.6932 eV
SMILES: C=C[C@@H](S)CS
E_LUMO: 0.8 eV
E_tot: -25946.88999 eV
Relative energy (zero: lowest compared OMol25 entry of this formula, charge and spin): 147.04 kJ/mol

```
! RIJCOSX wB97M-V def2-TZVPD def2/J DEFGRID3
* xyz 0 1
C 2.5164 -1.2756 -0.3555
C 1.9107 -0.3486 0.4307
C 0.4577 0.0041 0.4965
S 0.3551 1.7178 -0.2596
C -0.5937 -1.0388 -0.0236
S -2.2597 -0.4429 -0.0969
H 2.1337 -1.8375 -1.2515
H 3.5182 -1.4695 -0.2082
H 2.5408 0.1761 1.1276
H 0.2774 0.2110 1.5189
H -0.3203 2.3753 0.6985
H -0.4536 -1.9578 0.4782
H -0.4002 -1.2745 -1.0859
H -2.5681 -0.6691 1.1387
*
```

For reference, the Löwdin charges in units of e are: 0.0203 -0.2412 -0.6778 0.7082 -0.6091 0.7276 0.0804 0.0153 0.0917 0.0722 -0.1484 0.0650 0.0676 -0.1720



[8]
# C4H8S2

A molecular structure, C4H8S2 at a distorted geometry (ωB97M-V/def2-TZVPD, the Open Molecules 2025 dataset).

Summary:
Frontier orbital gap: 8.5530 eV
E_LUMO: 0.4 eV
E_tot: -25942.55790 eV
Relative energy (zero: lowest compared OMol25 entry of this formula, charge and spin): 565.02 kJ/mol

```
! RIJCOSX wB97M-V def2-TZVPD def2/J DEFGRID3
* xyz 0 1
C 3.4948 0.6336 0.0778
C 0.7338 0.0058 -0.3472
C -0.3394 -0.6462 -0.0146
C -3.7757 -0.2188 0.1625
H 3.5542 0.8874 1.3482
H 4.5372 0.1668 -0.2811
H 3.4869 1.4293 -0.6968
H 0.9129 1.2368 -0.4702
H -0.5019 -1.8482 0.0221
H -3.9506 -1.2232 0.4256
H -4.6186 0.1537 -0.7522
H -4.0904 0.1753 1.4407
S 2.4198 -0.8478 -0.3248
S -1.8628 0.0955 -0.5899
*
```

For reference, the Löwdin charges in units of e are: -0.4723 -0.5534 -0.6322 -0.3553 0.1222 0.0424 0.0173 0.1399 0.1217 -0.0767 0.1052 0.1198 0.7136 0.7076



[9]
# C4H8S2

A single C4H8S2 molecule at a distorted geometry (ωB97M-V/def2-TZVPD, the Open Molecules 2025 dataset).

Summary:
Frontier orbital gap: 9.1592 eV
SMILES: CS[C@@H]1C[C@@H]1S
E_LUMO: 0.8 eV
E_tot: -25945.37432 eV
Relative energy (zero: lowest compared OMol25 entry of this formula, charge and spin): 293.28 kJ/mol

```
! RIJCOSX wB97M-V def2-TZVPD def2/J DEFGRID3
* xyz 0 1
C 2.0974 -0.6761 0.4202
S 0.6800 -0.9843 -0.5038
C -0.1966 0.4400 -0.8404
C -0.6158 1.1888 0.5131
C -1.6806 0.4710 -0.2855
S -2.5597 -1.1331 0.0696
H 2.5434 -1.7146 0.1802
H 2.5848 0.0660 -0.2281
H 1.9037 -0.5859 1.5106
H -0.1624 1.0707 -1.8241
H -0.4011 0.6177 1.4751
H -0.3237 2.2538 0.4019
H -2.3984 1.0194 -1.0435
H -1.4710 -2.0334 0.1546
*
```

For reference, the Löwdin charges in units of e are: -0.4366 0.7939 -0.6279 -0.1638 -0.6588 0.6319 0.0550 0.0425 0.0508 0.1344 0.1148 0.1032 0.1166 -0.1560



[10]
# C4H8S2

A single C4H8S2 molecule at a distorted geometry (ωB97M-V/def2-TZVPD, the Open Molecules 2025 dataset).

Summary:
Frontier orbital gap: 9.5640 eV
SMILES: SCC1(S)CC1
E_LUMO: 0.7 eV
E_tot: -25946.30943 eV
Relative energy (zero: lowest compared OMol25 entry of this formula, charge and spin): 203.05 kJ/mol

```
! RIJCOSX wB97M-V def2-TZVPD def2/J DEFGRID3
* xyz 0 1
S -2.8072 0.0199 0.0055
C -1.1418 0.4249 0.6452
C 0.1146 -0.3345 0.0780
S 0.0173 -2.1258 0.4608
C 0.8813 0.1232 -1.1299
C 1.4730 0.2323 0.2535
H -3.0904 1.3650 -0.2701
H -1.1494 1.4605 0.3845
H -1.0976 0.0523 1.7147
H 1.1639 -2.4775 -0.2210
H 0.6200 1.0180 -1.7036
H 1.4223 -0.4979 -1.7899
H 2.1870 -0.4285 0.7823
H 1.4072 1.1682 0.7900
*
```

For reference, the Löwdin charges in units of e are: 0.6519 -0.5622 -0.8287 0.7339 -0.1215 -0.1733 -0.1133 0.0428 0.0819 -0.1023 0.1100 0.0786 0.1063 0.0959



[11]
# C4H8S3

A single C4H8S3 molecule at a distorted geometry (ωB97M-V/def2-TZVPD, the Open Molecules 2025 dataset).

Summary:
Frontier orbital gap: 8.3999 eV
SMILES: CSC(=S)CCS
E_LUMO: -0.2 eV
E_tot: -36781.77995 eV
Relative energy (zero: lowest compared OMol25 entry of this formula, charge and spin): 141.87 kJ/mol

```
! RIJCOSX wB97M-V def2-TZVPD def2/J DEFGRID3
* xyz 0 1
C -2.4340 0.6046 0.8287
S -1.1174 -0.5680 0.2972
C -0.0625 0.4178 -0.6636
S -0.6296 1.9113 -1.0972
C 1.2343 -0.1454 -1.1428
C 1.7980 -0.9911 0.0065
S 3.3350 -0.2609 0.7267
H -2.7256 1.1185 -0.1319
H -1.8642 1.2510 1.3737
H -3.1878 -0.0666 1.2884
H 1.8530 0.8092 -1.1860
H 0.9556 -0.7647 -2.0400
H 0.9144 -1.0953 0.7565
H 1.9783 -2.0097 -0.3782
H 4.2735 -0.3655 -0.2313
*
```

For reference, the Löwdin charges in units of e are: -0.3737 0.8600 -1.1010 0.6812 -0.3553 -0.5993 0.6806 0.0027 -0.0182 0.0515 0.0974 0.1398 0.0144 0.0709 -0.1511



[12]
# C4H8S3

2 unconnected molecules or ions with the total composition C4H8S3 at a distorted geometry (ωB97M-V/def2-TZVPD, the Open Molecules 2025 dataset).

Summary:
Frontier orbital gap: 9.0240 eV
SMILES: C=C1SC[C@@H]1S.S
E_LUMO: 0.5 eV
E_tot: -36781.21173 eV
Relative energy (zero: lowest compared OMol25 entry of this formula, charge and spin): 196.70 kJ/mol

```
! RIJCOSX wB97M-V def2-TZVPD def2/J DEFGRID3
* xyz 0 1
C -0.7177 1.3415 1.5076
C -0.4165 0.0451 1.5233
S 0.9261 -0.7170 2.5555
C 0.6777 -1.7320 1.0237
C -0.6946 -1.1850 0.7561
S -1.2292 -1.0021 -0.9994
H -1.4679 1.7559 0.8390
H -0.2505 1.9576 2.2446
H 0.7257 -2.7422 1.3562
H 1.5954 -1.3483 0.3255
H -1.4058 -1.8579 1.0573
H -0.5479 0.0832 -1.2317
S 0.7372 1.9883 -3.0265
H 1.9236 2.0476 -3.8086
H 0.1443 1.3652 -4.1225
*
```

For reference, the Löwdin charges in units of e are: 0.0020 -0.5999 0.8396 -0.4607 -0.7214 0.7496 0.0666 0.0507 0.0494 0.1390 0.0589 -0.2204 0.4028 -0.1691 -0.1871



[13]
# C4H8S4

A molecular structure, C4H8S4 at a distorted geometry (ωB97M-V/def2-TZVPD, the Open Molecules 2025 dataset).

Summary:
Frontier orbital gap: 9.2575 eV
E_LUMO: 0.3 eV
E_tot: -47616.93595 eV
Relative energy (zero: lowest compared OMol25 entry of this formula, charge and spin): 144.62 kJ/mol

```
! RIJCOSX wB97M-V def2-TZVPD def2/J DEFGRID3
* xyz 0 1
C -0.6849 2.2279 1.9932
C -0.1789 1.2931 -0.2773
C -0.2563 -2.7044 -1.2708
C 0.2261 -0.2237 -0.3983
S -1.7014 1.3690 0.7490
S 0.7894 2.3759 0.9196
S 1.9963 -0.4045 -1.1189
S -0.9892 -1.0410 -1.4046
H -0.9653 3.2288 2.3786
H -0.2647 1.5901 2.8777
H -0.3154 1.8870 -1.0922
H -0.9093 -3.5791 -1.7199
H -0.2552 -3.0058 -0.2354
H 0.8073 -2.7790 -1.7523
H 0.0171 -0.6608 0.5777
H 2.6842 0.4265 -0.2262
*
```

For reference, the Löwdin charges in units of e are: -0.7735 -0.8857 -0.4413 -1.0119 0.7779 0.7475 0.6540 0.7662 0.0363 0.0619 0.0133 0.0778 0.0163 0.0428 0.0515 -0.1331



[14]
# C4H8Si

A molecular structure, C4H8Si at a distorted geometry (ωB97M-V/def2-TZVPD, the Open Molecules 2025 dataset).

Summary:
Frontier orbital gap: 10.1927 eV
E_LUMO: 1.0 eV
E_tot: -12151.70720 eV
Relative energy (zero: lowest compared OMol25 entry of this formula, charge and spin): 234.48 kJ/mol

```
! RIJCOSX wB97M-V def2-TZVPD def2/J DEFGRID3
* xyz 0 1
C 1.7729 2.1251 -0.9470
C 1.0883 1.3119 -0.3894
C 1.0460 -1.1849 0.9389
C 0.1679 0.4749 0.2799
Si -1.3986 -0.0804 -0.6349
H 2.3942 2.8346 -1.4066
H 1.3502 -1.7145 0.0506
H 0.2920 -1.6924 1.5127
H 1.8796 -0.8221 1.5191
H -0.0742 0.8991 1.2562
H -1.9729 -1.2019 0.1171
H -1.0836 -0.4673 -2.0065
H -2.3684 1.0214 -0.6344
*
```

For reference, the Löwdin charges in units of e are: 0.1116 -0.2656 0.0065 -0.4302 0.6452 0.0133 0.0306 0.0181 0.0323 0.0767 -0.0795 -0.0757 -0.0836



[15]
# C4H8Si

A single C4H8Si molecule at a distorted geometry (ωB97M-V/def2-TZVPD, the Open Molecules 2025 dataset).

Summary:
Frontier orbital gap: 11.2809 eV
SMILES: C#CC[SiH2]C
E_LUMO: 1.0 eV
E_tot: -12151.66574 eV
Relative energy (zero: lowest compared OMol25 entry of this formula, charge and spin): 238.48 kJ/mol

```
! RIJCOSX wB97M-V def2-TZVPD def2/J DEFGRID3
* xyz 0 1
C 2.3769 -1.0500 -0.2932
C 1.8387 0.0014 -0.2824
C 0.7870 1.3828 -0.0397
Si -0.9982 0.7347 0.3894
C -1.2824 -1.1063 -0.1441
H 2.8729 -1.8452 -0.5758
H 1.0731 2.2012 -0.7349
H 1.2138 1.7928 0.8857
H -1.4428 0.6231 1.8214
H -2.1740 1.6442 -0.1170
H -1.1404 -1.2279 -1.2855
H -0.7416 -1.8618 0.3786
H -2.3832 -1.2889 -0.0023
*
```

For reference, the Löwdin charges in units of e are: 0.0505 -0.1160 -0.2646 0.6151 -0.2949 -0.0313 0.0505 0.0269 -0.0547 -0.0442 0.0483 -0.0066 0.0210